13
Properties=species:S:1:pos:R:3 method="wB97M-V/def2-TZVPD" charge=-1 e_homo_ev=-4.15 total_energy_ha=-667.21728 fmax_ev_per_a=3.0 relative_energy_kcal_mol=16.3
C -1.57 -1.78 0.25
C -0.47 -0.72 0.38
S -0.46 0.04 1.99
H -1.51 -2.65 0.89
H -2.54 -1.27 0.32
H -1.55 -1.99 -0.83
H -0.35 0.03 -0.40
H 0.46 -1.30 0.36
H 0.69 0.71 1.80
O 2.72 2.41 -2.04
C 1.84 2.22 -1.20
O 1.50 1.18 -0.61
H 1.23 3.13 -0.91

***

48
Properties=species:S:1:pos:R:3 method="wB97M-V/def2-TZVPD" charge=0 e_homo_ev=-8.05 total_energy_ha=-1106.97463 fmax_ev_per_a=2.5 relative_energy_kcal_mol=20.4 smiles="NCCCC[C@H](NC(=O)[C@@H](N)Cc1c[nH]c2ccccc12)C(=O)O"
N 2.46 -2.15 4.07
C 1.86 -2.47 2.81
C 2.07 -1.46 1.67
C 3.53 -1.37 1.29
C 3.79 -0.81 -0.09
C 3.51 0.71 -0.13
N 2.13 1.07 -0.11
C 1.11 0.42 -0.74
O 1.21 -0.34 -1.68
C -0.28 0.67 -0.14
N -0.17 1.71 0.91
C -1.23 1.00 -1.30
C -2.64 1.06 -0.83
C -3.50 2.11 -0.88
N -4.74 1.72 -0.53
C -4.74 0.35 -0.23
C -5.81 -0.47 0.10
C -5.45 -1.84 0.27
C -4.16 -2.32 0.04
C -3.11 -1.47 -0.38
C -3.39 -0.08 -0.46
C 4.25 1.37 -1.34
O 5.25 1.99 -1.14
O 3.82 1.10 -2.58
H 2.22 -1.22 4.40
H 3.45 -2.26 4.11
H 2.23 -3.46 2.53
H 0.80 -2.62 3.07
H 1.43 -1.77 0.84
H 1.73 -0.50 2.08
H 4.05 -0.78 2.08
H 4.00 -2.35 1.33
H 3.23 -1.32 -0.87
H 4.85 -0.98 -0.40
H 3.97 1.14 0.73
H 1.76 1.49 0.71
H -0.55 -0.31 0.29
H -0.05 2.59 0.42
H -1.05 1.67 1.45
H -1.11 0.18 -2.01
H -0.85 1.92 -1.76
H -3.34 3.09 -1.18
H -5.56 2.34 -0.46
H -6.82 -0.12 0.13
H -6.26 -2.56 0.51
H -3.95 -3.38 0.15
H -2.22 -2.02 -0.66
H 3.09 0.44 -2.44

***

23
Properties=species:S:1:pos:R:3 method="wB97M-V/def2-TZVPD" charge=+1 e_homo_ev=-13.94 total_energy_ha=-421.13133 fmax_ev_per_a=2.9 relative_energy_kcal_mol=39.0
C -0.14 0.21 1.40
C -0.09 1.37 0.41
C -0.45 1.05 -1.06
C 0.70 -0.05 -2.80
N 0.48 0.04 -1.56
N 0.46 -1.06 0.89
H -1.21 0.00 1.47
H 0.15 0.56 2.38
H -0.69 2.19 0.79
H 0.91 1.84 0.42
H -1.42 0.57 -1.01
H -0.38 2.02 -1.57
H 0.38 0.55 -3.65
H 1.35 -0.88 -3.07
H 0.03 -1.93 1.19
H 0.68 -1.04 -0.12
H 1.40 -1.07 1.31
H -1.17 2.45 3.18
H -2.48 1.60 3.45
O -1.76 1.78 2.84
H 1.00 -2.62 -1.89
H 1.39 -3.76 -1.02
O 0.93 -2.91 -0.97

***

39
Properties=species:S:1:pos:R:3 method="wB97M-V/def2-TZVPD" charge=+2 e_homo_ev=-15.43 total_energy_ha=-685.11591 fmax_ev_per_a=4.3
C -1.05 3.31 -0.10
C 0.07 2.20 -0.14
N 0.16 1.19 0.95
N -0.90 0.33 1.24
C -2.04 0.27 0.54
N -2.88 -0.70 0.45
C -4.06 -0.75 -0.41
C -3.89 -1.85 -1.42
C -0.57 -0.85 2.08
N -0.02 -1.95 1.40
C 1.09 -1.97 0.83
N 1.96 -0.96 0.52
N 3.14 -1.35 -0.17
C 3.59 -0.34 -1.27
C 4.37 0.78 -0.72
H -1.91 3.09 0.69
H -0.67 4.24 0.28
H -1.46 3.61 -1.06
H 1.06 2.56 -0.20
H -0.09 1.47 -1.04
H 0.77 1.45 1.67
H -2.19 1.18 -0.07
H -2.90 -1.49 1.11
H -4.26 0.29 -0.93
H -4.90 -1.01 0.26
H -4.81 -2.08 -1.89
H -3.18 -1.79 -2.16
H -3.62 -2.72 -0.92
H -1.53 -1.20 2.66
H 0.06 -0.57 2.91
H 1.25 -2.99 0.38
H 1.85 0.05 0.41
H 2.98 -2.30 -0.51
H 3.90 -1.48 0.56
H 4.17 -0.89 -2.01
H 2.75 0.06 -1.96
H 3.93 1.32 0.00
H 5.35 0.40 -0.35
H 4.48 1.44 -1.60